Computed, not measured: a single C2H4N4 molecule, with ωB97M-V/def2-TZVPD.

Atoms and positions in Å:
H  0.898  -2.633  -0.091
N  0.548  -1.693  -0.283
N  1.512  -0.918  -0.329
N  1.041  0.363  -0.719
C  0.741  1.298  0.395
C  -0.259  0.657  -0.117
N  -1.568  0.401  -0.331
H  1.197  2.203  0.752
H  -1.824  -0.540  -0.596
H  -2.212  0.863  0.294

multiplicity	1
net charge	0
ΔE to the lowest compared entry with this formula, charge and spin	482.0	kJ/mol
HOMO energy	-8.2	eV
structure (SMILES)	[H]/N=N/N1C=C1N

Listed below, in e, are the Mulliken charges computed for each atom: 0.235 -0.300 -0.171 -0.264 -0.399 0.495 -0.436 0.330 0.275 0.234

---

Computed, not measured: a single H4O4P2S3 molecule, with ωB97M-V/def2-TZVPD.

Atoms and positions in Å:
O  0.810  0.752  -1.738
P  1.095  -0.037  -0.587
O  1.472  -1.614  -0.719
S  2.631  0.614  0.711
O  -0.143  -0.325  0.473
P  -1.730  0.117  0.359
O  -2.102  0.084  1.944
S  -2.577  -1.064  -0.865
S  -1.700  2.059  -0.253
H  2.027  -1.923  0.019
H  3.677  0.519  -0.052
H  -2.561  -0.777  2.097
H  -0.899  1.597  -1.388

multiplicity	1
net charge	0
ΔE to the lowest compared entry with this formula, charge and spin	31.6	kJ/mol
HOMO energy	-9.1	eV
structure (SMILES)	O=[P@@](O)(S)O[P@](O)(=S)S

Listed below, in e, are the Mulliken charges computed for each atom: -0.595 0.827 -0.470 -0.282 -0.127 0.591 -0.481 -0.315 -0.290 0.354 0.178 0.357 0.254

---

Computed, not measured: a molecular structure, C3AsOReS12Sb, with ωB97M-V/def2-TZVPD.

Atoms and positions in Å:
Re  0.106  0.202  -0.892
O  5.659  4.293  -1.546
C  4.703  3.597  -1.341
S  3.023  4.154  -1.554
C  2.256  2.675  -1.051
C  3.072  1.659  -0.732
S  2.414  0.178  -0.070
S  4.796  1.908  -0.816
S  0.523  2.631  -0.929
S  1.031  0.248  -3.294
As  0.484  -1.594  -2.473
S  -1.825  -0.975  -1.789
S  -1.832  1.001  -2.111
S  0.777  -3.534  -3.000
S  2.597  0.448  1.999
Sb  0.731  1.956  2.694
S  -0.979  0.509  1.262
S  -0.110  -1.307  0.991
S  0.455  1.121  4.748

multiplicity	1
net charge	-1
HOMO energy	-5.2	eV

Listed below, in e, are the Mulliken charges computed for each atom: -0.126 -0.556 0.575 -0.189 0.247 0.134 -0.047 -0.139 -0.207 -0.167 0.526 -0.083 -0.092 -0.414 -0.145 0.522 -0.082 -0.123 -0.635

---

Number 1: frontier orbital gap 9.0838 eV. Number 2: frontier orbital gap 9.2051 eV. Number 3: frontier orbital gap 6.9263 eV.